Entry 1:
The following is a quantum chemistry calculation of a structure of composition C32H37F5Ge2O3Pd at a distorted geometry, from OMol25.

Orbital gap, eV: 6.3
Net charge: -2
LUMO, eV: 4.564
Total energy, a.u.: -6248.37930

Last column: Löwdin charge in e.
Geometry (Å):
Pd 1.36345 -0.47454 -0.42652  0.50
O 0.88352 -0.84870 1.87787  -0.11
C 0.17610 -1.89962 2.51359  -0.29
C -0.37512 -2.87235 1.25667  -0.59
O -1.23649 -3.69694 1.59288  -0.03
O 0.19918 -2.65170 0.19349  -0.02
C -0.96555 -1.33640 3.33641  -0.11
C -1.02379 0.03530 3.60047  -0.03
C -2.02897 0.58440 4.38144  -0.10
C -3.02497 -0.21999 4.91164  -0.12
C -3.01196 -1.57472 4.61431  -0.09
C -2.00014 -2.12666 3.84377  -0.03
C 1.09135 -2.79116 3.32718  -0.10
C 0.64876 -4.00460 3.86316  -0.02
C 1.49532 -4.81601 4.59918  -0.10
C 2.81543 -4.44998 4.82211  -0.12
C 3.27541 -3.26328 4.27578  -0.09
C 2.42691 -2.44866 3.54079  -0.02
H 1.39499 -0.35624 2.52898  0.08
H -0.28943 0.70352 3.17114  0.10
H -2.03724 1.65274 4.56512  0.09
H -3.81785 0.20388 5.51700  0.08
H -3.80835 -2.21612 4.97517  0.09
H -2.05258 -3.16840 3.57588  0.09
H -0.35246 -4.34419 3.65275  0.10
H 1.12162 -5.75734 4.98670  0.09
H 3.47845 -5.09807 5.38352  0.08
H 4.31086 -2.97224 4.40903  0.10
H 2.84091 -1.54730 3.10901  0.10
C -0.27682 -2.14382 -4.58549  -0.20
C 0.31325 -2.02867 -3.18069  -0.37
Ge 1.33819 -0.35908 -2.71458  0.80
C 2.94752 -0.30105 -3.93902  -0.37
C 2.61426 0.11458 -5.37243  -0.21
C 0.17316 1.14224 -3.28771  -0.26
C -0.67393 1.71866 -2.42223  -0.35
Ge -0.45067 1.00672 -0.51672  0.86
C -2.27182 0.55833 0.26412  -0.36
C -3.31821 1.60145 0.65165  -0.19
C 0.41565 2.55512 0.53742  -0.37
C -0.19765 3.93221 0.80413  -0.21
C -1.58234 2.80864 -2.84048  -0.22
C -1.86241 3.12698 -4.17722  -0.05
C -2.68446 4.19041 -4.51136  -0.12
C -3.25976 4.98231 -3.52551  -0.13
C -3.00951 4.67527 -2.19576  -0.10
C -2.20016 3.60055 -1.86760  -0.07
H -0.88141 -3.05172 -4.69361  0.05
H 0.51089 -2.17832 -5.34284  0.04
H -0.91563 -1.28537 -4.80918  0.05
H 0.97880 -2.87231 -2.97930  0.05
H -0.47732 -2.07836 -2.43036  0.04
H 3.40430 -1.29289 -3.93891  0.04
H 3.68273 0.38993 -3.52135  0.04
H 1.89131 -0.56959 -5.81972  0.04
H 3.50837 0.13066 -6.00680  0.05
H 2.17528 1.11359 -5.39124  0.04
H 0.23448 1.49328 -4.32257  0.03
H -2.02666 -0.02872 1.15128  0.02
H -2.70762 -0.14835 -0.44877  0.05
H -2.89396 2.35546 1.31994  0.04
H -4.15219 1.12977 1.18399  0.05
H -3.73016 2.10943 -0.22138  0.04
H 1.36718 2.68891 0.01439  0.04
H 0.66171 2.09676 1.50287  0.02
H -0.31929 4.50268 -0.11726  0.05
H 0.44554 4.52062 1.47056  0.05
H -1.17558 3.85056 1.28632  0.04
H -1.43009 2.53078 -4.97117  0.09
H -2.88272 4.41334 -5.55480  0.09
H -3.89570 5.81880 -3.79148  0.08
H -3.44768 5.27944 -1.40898  0.10
H -2.01736 3.34295 -0.83745  0.05
F 3.99767 -1.78756 -1.40978  -0.02
C 3.19545 -1.30200 -0.38345  -0.48
F 3.45220 -2.15884 0.68633  -0.01
C 3.80705 0.03298 0.03569  -0.59
F 5.14961 -0.01278 0.38223  0.06
F 3.22008 0.54753 1.15662  0.07
F 3.75903 0.99386 -0.90885  0.08

Entry 2:
The following is a quantum chemistry calculation of a cluster of 2 separate species, C32H37N2O in total at a distorted geometry, from OMol25.

Orbital gap, eV: 4.6
Net charge: +1
LUMO, eV: -5.495
Total energy, a.u.: -1426.04737

Last column: Löwdin charge in e.
Geometry (Å):
C 3.29258 3.02734 -0.77635  0.00
N 2.03729 2.32686 -0.73509  -0.01
C 1.21956 2.22434 -1.83676  -0.37
O 1.42990 2.72675 -2.94017  0.08
C 0.07517 1.27823 -1.47282  -0.14
C -1.23391 2.08105 -1.24580  -0.07
C -2.33662 1.83923 -2.26031  -0.22
C -3.66794 1.70228 -1.82681  -0.05
C -4.67929 1.38432 -2.73764  -0.08
C -4.37527 1.24493 -4.09389  -0.09
C -3.06722 1.46125 -4.54403  -0.06
C -2.04923 1.76641 -3.62886  -0.03
N 0.60786 0.67257 -0.24226  0.02
C 0.84439 -0.65803 -0.11199  -0.08
C 0.42439 -1.63180 -0.98818  -0.06
C 1.27032 -2.79069 -1.26640  -0.23
C 1.48942 -3.30115 -2.57570  -0.02
C 2.37110 -4.36825 -2.76990  -0.07
C 2.95324 -5.02570 -1.67178  -0.08
C 2.73037 -4.54501 -0.37677  -0.08
C 1.97846 -3.38482 -0.19560  -0.07
C 1.49586 1.64988 0.41562  -0.37
C 0.70343 2.65402 1.29618  -0.08
C 1.75808 3.23154 2.24763  -0.16
C 2.92679 2.22247 2.30851  -0.17
C 2.53755 1.06814 1.39227  -0.11
H 3.53775 3.21477 -1.82217  0.10
H 3.25122 3.98396 -0.24046  0.10
H 4.07104 2.39909 -0.33296  0.09
H -0.02675 0.54264 -2.28815  0.15
H -1.62046 1.83060 -0.24966  0.09
H -0.98615 3.16225 -1.23780  0.14
H -3.89022 1.82765 -0.76432  0.09
H -5.70338 1.25416 -2.38276  0.11
H -5.15479 0.97682 -4.80526  0.11
H -2.82842 1.39743 -5.60462  0.11
H -1.02250 1.94302 -3.96843  0.12
H 1.49683 -0.92252 0.72816  0.10
H -0.44620 -1.41515 -1.62360  0.12
H 1.03257 -2.78928 -3.43140  0.12
H 2.61280 -4.69683 -3.78417  0.11
H 3.59230 -5.89368 -1.82162  0.11
H 3.15573 -5.05359 0.49321  0.11
H 1.96443 -2.90795 0.78857  0.08
H 0.19038 3.40931 0.68469  0.12
H -0.06162 2.07247 1.83747  0.11
H 2.11689 4.20149 1.87901  0.11
H 1.32797 3.39979 3.24124  0.11
H 3.86476 2.68407 1.98266  0.11
H 3.08421 1.87401 3.33635  0.11
H 2.04417 0.32168 2.02725  0.11
H 3.37229 0.58456 0.87351  0.13
C -0.01719 -3.20931 2.61556  -0.03
C -0.96282 -2.41882 1.77311  -0.15
C -1.63620 -3.12978 0.66256  -0.02
C -1.41324 -1.15673 2.27536  -0.17
C -2.32907 -0.31785 1.55965  0.01
C -2.88974 0.80829 2.14869  -0.06
C -2.51514 1.21040 3.43739  -0.02
C -1.54456 0.47163 4.12298  -0.05
C -0.98792 -0.66290 3.55691  0.01
H 0.93163 -2.66822 2.77867  0.10
H -0.44192 -3.42224 3.61405  0.12
H 0.23325 -4.17767 2.16719  0.10
H -2.08021 -2.46017 -0.07908  0.08
H -0.93374 -3.79269 0.14153  0.10
H -2.42671 -3.78623 1.06086  0.13
H -2.64594 -0.60848 0.55211  0.12
H -3.62331 1.40352 1.59935  0.11
H -2.95986 2.09526 3.89424  0.13
H -1.20773 0.80375 5.10566  0.12
H -0.26074 -1.23870 4.13535  0.12

Entry 3:
The following is a quantum chemistry calculation of a structure of composition C32H37N2O2S3Ti at a distorted geometry, from OMol25.

Orbital gap (spin up / spin down), eV: 5.9 / 6.9
Net charge: +1
LUMO (spin up / spin down), eV: -3.224 / -3.289
2S+1: 3
Total energy, a.u.: -3545.47139
Expectation value of S²: 2.08

Last column: natural (NBO) charge in e.
Geometry (Å):
Ti 0.91808 0.22413 -0.89139  1.37
C 3.55363 0.96719 1.11625  -0.24
O 2.16691 1.11771 0.80759  -0.56
C 1.39897 1.77579 1.75558  0.26
C 1.92289 2.36658 2.89029  -0.28
C 1.05012 2.93571 3.81002  -0.18
C -0.31679 2.89310 3.59203  -0.21
C -0.82898 2.30271 2.44862  -0.20
C 0.02904 1.76098 1.49521  0.13
N -0.40140 1.10609 0.31111  -0.47
N -1.69071 1.21453 0.17123  -0.17
C -2.33109 0.42159 -0.72222  -0.03
C -1.77620 -0.69147 -1.37672  0.42
O -0.49827 -1.01776 -1.27739  -0.85
C -2.58833 -1.52327 -2.19259  -0.31
C -3.90853 -1.24851 -2.37142  -0.10
C -4.51579 -0.12254 -1.74734  -0.13
C -5.88286 0.16450 -1.95017  -0.16
C -6.46478 1.24943 -1.35314  -0.22
C -5.69006 2.08410 -0.53154  -0.19
C -4.35964 1.82583 -0.31976  -0.21
C -3.73914 0.71266 -0.92021  0.06
H 3.67259 0.50966 2.09735  0.20
H 3.96598 0.31814 0.35046  0.20
H 4.05651 1.93224 1.10058  0.20
H 2.98686 2.38940 3.07606  0.23
H 1.44920 3.39886 4.70220  0.23
H -0.99637 3.31619 4.31937  0.23
H -1.89349 2.25727 2.28190  0.25
H -2.11350 -2.37497 -2.66309  0.22
H -4.51932 -1.88483 -3.00064  0.22
H -6.46139 -0.49253 -2.58848  0.22
H -7.51251 1.46722 -1.51136  0.22
H -6.14763 2.94499 -0.06076  0.22
H -3.77308 2.48028 0.30893  0.22
C 1.83050 -1.86972 -3.64454  -0.63
C 1.80378 -0.43217 -3.21738  -0.04
C 2.90475 0.17333 -2.60133  -0.23
C 2.86646 1.51642 -2.19972  -0.03
C 4.10039 2.23978 -1.75149  -0.63
C 1.64549 2.19515 -2.26508  -0.26
C 0.51873 1.63555 -2.89939  -0.05
C -0.75066 2.42535 -3.04312  -0.63
C 0.63697 0.33121 -3.38597  -0.23
H 2.00040 -1.94183 -4.72046  0.24
H 0.87560 -2.34503 -3.41869  0.24
H 2.62376 -2.41695 -3.13758  0.23
H 3.81456 -0.39965 -2.46352  0.24
H 4.51271 2.77533 -2.60931  0.25
H 4.87391 1.56455 -1.39254  0.22
H 3.87636 2.98184 -0.98690  0.23
H 1.57377 3.19510 -1.85343  0.24
H -0.65162 3.12747 -3.87310  0.24
H -0.95945 2.99729 -2.13900  0.24
H -1.60095 1.77518 -3.24106  0.24
H -0.23661 -0.14676 -3.81155  0.25
C -0.02286 -2.36609 4.37772  -0.54
C -1.14014 -2.77339 3.42675  -0.54
S -1.07976 -1.95606 1.80691  0.24
C -0.65552 -3.29081 0.67572  -0.54
C 0.82215 -3.60652 0.47321  -0.52
S 1.97512 -2.23244 0.12833  0.25
C 2.96378 -2.21692 1.64502  -0.53
C 2.30936 -1.67379 2.91359  -0.56
S 1.61060 -3.00117 3.93920  0.20
H -0.23029 -2.76161 5.37354  0.24
H 0.02534 -1.28050 4.48416  0.22
H -2.09991 -2.52342 3.88395  0.23
H -1.13544 -3.85317 3.27768  0.23
H -1.10663 -3.01581 -0.27319  0.24
H -1.14973 -4.20949 0.99815  0.24
H 0.91615 -4.31300 -0.35318  0.23
H 1.22847 -4.08565 1.36241  0.25
H 3.85568 -1.64643 1.38851  0.23
H 3.31562 -3.23903 1.80086  0.24
H 1.51587 -0.97151 2.66584  0.24
H 3.06231 -1.14564 3.50343  0.22